Entry 1:
DFT (ωB97M-V with the def2-TZVPD basis set) results for a structure of composition C57H51MgN5O4Si in a non-equilibrium geometry.

Its charge is -2.

```
119
Properties=species:S:1:pos:R:3:forces:R:3:mulliken_charge:R:1
Mg -1.08502 -0.81918 -0.60291 -1.53 -0.60 2.22 0.203
C -9.33705 4.22463 -1.66485 -1.19 0.59 0.98 -0.854
O -8.45134 4.40872 -0.56214 -0.91 0.73 -0.13 -0.451
C -7.34071 3.63106 -0.50765 0.91 -1.72 0.17 0.687
C -7.24941 2.40781 -1.29644 0.13 2.86 1.52 -0.672
C -6.02817 1.84410 -1.25206 0.81 -1.53 -0.60 -0.004
C -4.99308 2.26537 -0.43017 1.07 -3.11 0.45 -0.589
C -5.05773 3.28632 0.44183 -1.53 1.42 0.24 0.240
C -6.29861 3.98729 0.40814 -0.10 0.16 -0.53 -1.034
C -3.86402 1.27241 -0.29414 -3.59 0.69 1.71 0.437
C -3.79732 0.36242 0.79018 1.57 -0.43 -0.72 -0.134
C -4.49652 0.39988 1.95937 -0.25 0.49 0.38 -0.482
C -3.74726 -0.34268 2.90222 -0.61 -1.88 -0.39 -1.524
C -2.71713 -0.97768 2.16127 -0.09 0.75 -1.00 -0.235
N -2.68549 -0.45800 0.81537 -0.19 -1.54 3.53 -0.130
C -1.58984 -1.89398 2.72260 -0.78 -1.11 -1.57 1.890
C -0.86191 -2.83748 1.73202 -0.15 -2.14 4.42 0.350
C -0.16551 -4.05045 2.27842 -0.57 -0.15 -2.10 -0.953
C 0.59359 -4.61012 1.24475 -0.04 3.07 0.01 -1.158
C 0.51643 -3.58381 0.12995 -0.75 -1.03 2.25 0.066
C 1.41680 -3.38916 -0.91430 -1.23 1.96 -1.42 -0.308
C 2.78208 -4.09991 -1.00120 -0.17 0.24 0.97 -0.804
C 2.97145 -5.32790 -1.58862 -1.33 -0.54 0.06 -0.078
C 4.15908 -6.11853 -1.48808 -2.52 -0.25 -1.40 -1.127
C 5.17766 -5.61392 -0.81310 2.03 2.11 2.19 1.291
O 6.39054 -6.17248 -0.44166 -0.07 -0.48 -0.61 -0.389
C 6.97637 -7.19155 -1.22500 0.77 0.26 -0.49 -0.622
C 5.05316 -4.33673 -0.20657 0.18 -0.67 -0.36 -0.662
C 3.90478 -3.58932 -0.29132 0.30 0.64 0.40 -0.188
C 1.13492 -2.31143 -1.88832 4.91 -3.10 0.42 0.691
N 0.23257 -1.35848 -1.86318 -0.28 2.89 -2.32 0.243
C 0.66777 -0.37424 -2.80282 -1.08 -1.12 1.11 0.904
C -0.07706 0.80367 -3.18327 2.74 -1.91 -1.02 -0.136
C 0.49562 1.59312 -4.30407 -1.33 -0.31 1.42 -1.438
C 0.23728 1.31963 -5.60476 0.54 -0.14 -2.45 0.160
C 0.90556 2.00502 -6.65257 0.58 0.52 0.98 -0.713
C 1.75650 3.04386 -6.25974 0.24 0.46 0.29 0.733
O 2.53378 3.79000 -7.15522 -1.30 -0.59 0.98 -0.443
C 2.69810 3.22670 -8.41448 0.57 -0.17 -0.47 -0.922
C 1.86009 3.47190 -4.90103 -0.51 0.36 -2.27 -0.891
C 1.15566 2.74268 -3.96949 2.02 2.03 1.65 0.340
C -1.14374 1.24514 -2.55285 -2.71 3.50 -0.35 1.356
C -1.86599 2.53234 -2.94233 -0.64 -1.17 0.60 -1.177
C -2.98205 2.53559 -2.21282 0.14 -0.09 0.83 -1.174
C -3.02167 1.38629 -1.23453 5.75 2.01 -5.79 0.291
N -1.78745 0.72733 -1.52402 -1.47 -1.21 1.29 0.463
C 1.91530 -0.76880 -3.33502 -0.93 2.06 -0.97 -1.350
C 2.21420 -1.96676 -2.81302 -0.51 -1.27 0.87 -0.874
N -0.54588 -2.57726 0.55348 2.91 -0.54 -4.18 0.221
C -1.94625 -2.65710 4.03272 -0.03 2.98 0.11 -0.418
C -3.12191 -3.34413 4.21571 -0.10 -0.05 1.55 -0.183
C -3.63259 -3.55820 5.52405 -0.34 -1.22 -0.68 -0.677
C -2.89595 -3.26715 6.64745 0.98 1.62 1.36 0.528
O -3.34167 -3.61807 7.99833 1.47 -1.26 -2.64 -0.485
C -3.04424 -5.06205 8.10188 -1.65 1.03 0.00 -0.819
C -1.69332 -2.49455 6.48518 -1.08 -0.73 -0.57 -0.659
C -1.31111 -2.15330 5.18785 -0.30 -0.87 0.25 -0.535
H -10.06115 5.08602 -1.71382 1.03 -0.55 0.26 0.231
H -9.98831 3.35048 -1.53523 0.33 -0.15 0.04 0.288
H -8.81890 4.15135 -2.59708 0.50 -0.07 -0.61 0.395
H -8.02039 1.91400 -1.84821 -0.56 0.38 -0.30 0.390
H -5.84121 0.95436 -1.87147 -0.03 0.30 0.46 0.356
H -4.15849 3.49315 1.06766 -1.23 0.07 -0.26 0.483
H -6.42767 4.81637 1.10595 -0.31 0.00 -0.46 0.347
H -5.42295 0.96851 2.01063 0.28 -0.13 0.59 0.514
H -4.16616 -0.65829 3.87603 0.74 0.29 -0.50 0.284
H -0.41134 -4.46338 3.23711 0.20 -0.17 0.24 0.450
H 1.31314 -5.45337 1.31067 -0.78 0.72 -0.22 0.382
H 2.01987 -5.71477 -1.99127 0.89 -0.33 -0.24 0.338
H 4.16093 -7.09963 -1.90941 0.00 -0.47 -0.29 0.273
H 7.73697 -6.79590 -1.96298 -0.62 -0.02 0.85 0.224
H 6.24444 -7.69611 -1.85307 -0.08 -0.41 0.31 0.266
H 7.50665 -7.85815 -0.51597 -0.46 0.11 -0.59 0.201
H 5.95775 -4.09729 0.34471 -0.36 0.69 0.07 0.415
H 3.92432 -2.60945 0.22087 -0.45 -0.61 -0.41 0.569
H -0.47094 0.56577 -5.90993 0.02 -0.41 0.29 0.510
H 0.82382 1.72686 -7.70451 -0.23 0.02 0.44 0.284
H 1.82528 3.12578 -9.07303 -0.32 0.17 0.48 0.288
H 3.17182 2.23760 -8.34281 0.03 0.13 -0.08 0.390
H 3.35014 3.94637 -8.87044 0.57 0.00 -0.71 0.284
H 2.36043 4.45636 -4.80115 -0.21 -0.95 0.57 0.361
H 1.21015 3.08698 -2.89798 -0.17 -0.62 -1.18 0.313
H -1.68867 3.37173 -3.59297 0.74 -0.31 -0.36 0.375
H -3.59418 3.41086 -2.17775 -0.72 0.11 -0.02 0.340
H 2.38739 -0.07278 -4.03033 0.35 -0.76 0.10 0.465
H 3.06031 -2.57006 -3.06299 0.33 -0.26 0.16 0.518
H -3.69758 -3.67551 3.39146 -0.54 -0.09 -0.75 0.480
H -4.61197 -4.05737 5.62516 0.60 0.25 0.03 0.336
H -2.85351 -5.26003 9.11922 -0.13 -0.14 1.50 0.328
H -2.13512 -5.36765 7.61993 0.24 0.11 -0.86 0.343
H -3.94424 -5.63929 7.78581 0.82 0.26 -0.05 0.256
H -1.09298 -2.11733 7.30583 -0.33 -0.19 0.18 0.406
H -0.49496 -1.47281 5.03551 0.36 0.15 0.10 0.474
H -0.79500 -1.18982 2.85658 0.74 0.43 1.04 0.136
C 1.29950 4.04658 -0.06057 2.72 -0.97 1.61 -0.706
Si 2.02837 3.69710 1.76297 -1.17 -0.68 -0.17 0.102
C 1.08368 5.08390 2.84200 0.79 -1.30 -1.44 -1.277
C 1.46963 1.85175 2.20282 -1.06 1.85 -2.61 -0.699
N 3.65735 3.80034 2.02512 0.49 1.45 0.02 -0.449
C 4.78048 3.26509 1.56858 -1.69 0.01 -0.66 0.465
C 4.78948 2.36354 0.45921 0.18 -0.48 -0.90 -0.095
C 5.73401 1.36268 0.43776 -0.33 -0.02 -1.32 -0.306
C 6.78179 1.35408 1.32793 0.80 -0.77 0.75 -0.596
C 6.91555 2.42951 2.20732 0.27 -1.16 -0.80 -0.186
C 6.01158 3.44140 2.23391 -0.75 -0.28 0.18 -1.106
H 0.24962 3.92931 -0.09352 -1.17 0.74 -0.22 0.420
H 1.74546 3.34759 -0.75234 0.08 -0.69 -0.17 -0.269
H 1.86573 4.94442 -0.28630 -0.94 0.88 -0.26 0.367
H 0.35415 5.65276 2.27453 -0.15 0.00 -0.18 0.316
H 1.89354 5.72506 3.12527 0.41 0.52 0.41 0.306
H 0.61583 4.65209 3.69943 -0.32 -0.23 0.74 0.363
H 2.21592 1.13904 1.80144 -0.62 0.33 0.01 0.252
H 0.46017 1.88476 1.63924 1.37 -0.86 0.70 -0.093
H 1.26918 1.67750 3.21706 -0.18 -0.26 1.52 0.454
H 4.07811 2.34877 -0.39349 -0.03 0.30 1.14 0.242
H 5.63118 0.61910 -0.36338 0.22 0.05 0.39 0.366
H 7.43668 0.48366 1.43735 -0.07 0.34 -0.22 0.304
H 7.70415 2.33929 2.90597 0.90 0.40 0.73 0.358
H 5.99890 4.17825 2.99199 0.23 0.76 0.73 0.373
```
Positions in Å, forces in eV/Å.

***

Entry 2:
DFT (ωB97M-V with the def2-TZVPD basis set) results for a structure of composition C57H53GaN5O4SiTe in a non-equilibrium geometry.

Its charge is +1.

```
122
Properties=species:S:1:pos:R:3:forces:R:3:mulliken_charge:R:1
Ga -0.57711 -0.82267 -0.37103 -0.15 0.48 -0.48 -1.389
C 8.73454 1.89950 9.11622 0.00 0.00 0.05 -0.844
O 8.92350 1.76752 7.71654 -0.02 0.00 -0.06 -0.455
C 7.85937 1.42942 6.96072 -0.04 -0.02 0.01 0.926
C 8.09626 1.31435 5.58750 0.02 0.01 0.05 -0.593
C 7.07614 0.96925 4.73465 0.00 -0.01 -0.02 -0.542
C 5.78854 0.72819 5.22261 -0.01 0.00 0.05 0.149
C 5.55964 0.85138 6.58628 0.02 0.00 -0.01 -0.757
C 6.57952 1.19762 7.45988 0.05 0.01 0.00 -0.654
C 4.73295 0.36455 4.28181 0.00 0.01 0.03 0.256
N 4.84266 0.40844 2.97302 0.03 0.02 -0.05 -0.816
C 3.63172 -0.00199 2.49565 -0.06 -0.05 0.04 0.555
C 2.76581 -0.30246 3.53150 0.02 -0.06 -0.09 -0.185
N 3.49165 -0.06696 4.67183 0.04 0.02 0.07 -0.048
C 1.43951 -0.75686 3.31757 0.00 0.00 -0.08 0.934
C 0.51754 -1.16772 4.29464 0.08 -0.01 0.03 -0.804
C -0.71385 -1.62654 3.91364 -0.08 -0.04 -0.02 -1.311
C -1.07253 -1.60634 2.56247 -0.03 -0.02 0.02 -0.250
N -0.24628 -1.16522 1.63063 0.21 0.11 -0.08 0.369
C 1.02240 -0.81897 1.97590 -0.09 0.03 0.07 -0.434
C 1.93082 -0.56514 0.89677 -0.19 0.26 -0.18 -0.036
N 1.44590 -0.80162 -0.36276 0.01 -0.08 0.05 0.546
C 2.22617 -0.62002 -1.43745 0.98 -1.70 1.03 0.978
C 3.56710 -0.13722 -1.23231 -0.20 0.13 -0.19 -1.168
C 4.05771 0.07508 0.00892 -0.08 0.13 0.07 -1.156
C 3.22803 -0.15978 1.13906 0.10 0.03 -0.08 0.768
H 9.70224 2.17575 9.52381 -0.01 0.00 0.00 0.245
H 8.40996 0.95579 9.56056 0.00 0.00 0.00 0.344
H 8.00816 2.68322 9.34351 0.01 0.00 0.00 0.342
H 9.09596 1.50024 5.22199 0.03 0.00 -0.02 0.442
H 7.25617 0.87688 3.67338 0.01 0.00 -0.03 0.480
H 4.57215 0.69487 7.00313 -0.03 0.00 0.01 0.243
H 6.36615 1.28762 8.51359 0.00 0.00 0.03 0.407
H 3.19650 -0.20496 5.62147 -0.01 0.00 0.01 0.200
H 0.79378 -1.16243 5.34116 -0.01 0.03 0.02 0.498
H -1.42634 -1.99552 4.63561 -0.02 0.00 0.02 0.543
H -2.03705 -1.96313 2.24083 -0.02 -0.02 -0.02 0.804
H 0.93813 -1.76658 -2.74408 -0.02 -0.02 -0.02 -0.552
H 4.16699 0.05003 -2.11154 0.09 -0.12 -0.02 0.614
H 5.07367 0.41110 0.16220 0.04 0.00 0.02 0.610
C 0.71614 3.13179 -2.53958 -0.17 0.04 -0.06 -0.758
Si 0.31778 1.32050 -2.68923 0.51 -0.20 0.13 0.007
C 0.11818 0.72048 -4.44115 -0.33 0.13 -0.02 -0.880
C 1.99780 -1.56946 -2.58358 -0.24 0.58 -0.31 -0.828
N -0.83718 0.68587 -1.55460 -0.02 -0.02 0.04 2.106
C -2.12526 1.23514 -1.65952 0.04 -0.18 -0.04 -0.255
C -2.51990 2.17289 -2.61254 -0.15 0.02 0.01 -0.514
C -3.82108 2.66292 -2.65283 0.08 0.00 -0.02 -1.340
C -4.76742 2.22312 -1.74899 -0.02 -0.02 0.02 -1.034
C -4.40569 1.28710 -0.78641 -0.04 0.02 0.00 -0.600
C -3.11064 0.82494 -0.76211 0.01 0.14 -0.07 0.421
O -2.64229 -0.08312 0.17073 0.04 -0.24 0.33 1.120
C -3.55772 -0.53929 1.12451 0.01 0.05 0.14 -1.195
C -4.22120 -1.72911 0.90484 0.05 -0.04 -0.05 -0.110
C -5.04755 -2.21663 1.90881 0.00 0.04 0.06 -0.718
C -5.20373 -1.50612 3.09284 0.03 0.02 -0.06 -0.866
C -4.53874 -0.29922 3.27909 -0.01 -0.05 -0.03 -0.999
C -3.70334 0.19394 2.28833 -0.02 -0.01 -0.04 1.123
H 1.71308 3.30497 -2.94863 0.04 0.00 -0.01 0.531
H 0.72942 3.41369 -1.48617 0.01 0.01 0.02 -0.238
H 0.02428 3.78387 -3.07036 -0.02 0.06 0.01 0.428
H 0.98313 1.00546 -5.04169 0.06 -0.01 0.00 0.493
H -0.76226 1.16869 -4.90579 -0.01 -0.02 -0.08 0.410
H -0.00878 -0.36364 -4.48778 0.04 0.02 0.02 -0.068
H 2.42814 -1.18564 -3.50750 0.02 -0.03 -0.03 0.515
H 2.48752 -2.51086 -2.32960 -0.02 0.00 0.03 0.455
H 1.59635 0.65875 -2.23825 -0.35 0.67 -0.31 0.085
H -1.82144 2.53486 -3.35166 0.06 0.02 -0.05 0.494
H -4.08685 3.38723 -3.40922 -0.01 0.03 -0.04 0.444
H -5.78101 2.59423 -1.78576 -0.04 0.01 0.00 0.453
H -5.12447 0.93161 -0.06180 -0.02 0.01 -0.01 0.572
H -4.05903 -2.26895 -0.01878 -0.01 -0.02 0.01 0.293
H -5.56512 -3.15434 1.76707 -0.02 -0.03 -0.01 0.477
H -5.84867 -1.89086 3.86936 -0.03 -0.02 0.04 0.417
H -4.66719 0.25711 4.19732 0.00 0.02 0.03 0.531
H -3.15896 1.12193 2.40823 0.01 0.02 0.01 -0.051
Te 0.83654 2.65534 1.71098 -0.05 0.05 0.01 0.474
C 1.57106 4.63109 1.60080 -0.06 -0.04 0.04 0.486
C 2.57938 5.02909 2.46908 0.05 -0.01 -0.01 -0.432
C 3.09796 6.31436 2.38508 -0.01 0.00 -0.01 -0.609
C 2.59923 7.20571 1.44797 -0.01 -0.02 -0.01 -0.497
C 1.58404 6.81052 0.58742 0.01 0.02 0.02 -0.811
C 1.07662 5.52252 0.65619 -0.04 -0.01 0.00 -0.085
C -1.16307 3.12886 2.20907 0.08 -0.02 0.03 0.385
C -2.08232 3.45045 1.21691 0.02 0.01 -0.07 -0.169
C -3.38422 3.79416 1.55645 -0.01 0.01 0.02 -0.435
C -3.77636 3.80508 2.88658 0.02 -0.01 0.01 -0.718
C -2.86626 3.46817 3.88029 -0.02 0.00 -0.02 -0.728
C -1.56312 3.13124 3.54320 0.03 0.03 0.01 -0.564
H 2.96040 4.33993 3.21082 0.01 -0.02 0.03 0.422
H 3.88537 6.61965 3.06019 0.03 0.01 0.02 0.395
H 2.99950 8.20791 1.38789 0.01 0.04 0.00 0.383
H 1.19074 7.50385 -0.14332 -0.01 0.02 -0.02 0.411
H 0.28761 5.22003 -0.01999 -0.02 -0.01 -0.03 0.254
H -1.78789 3.43443 0.17536 0.00 -0.01 -0.04 0.201
H -4.08864 4.04653 0.77628 -0.03 0.01 -0.03 0.460
H -4.78927 4.07544 3.15020 -0.04 0.01 0.01 0.423
H -3.16642 3.48018 4.91940 -0.01 0.00 0.03 0.452
H -0.84857 2.89282 4.31968 0.02 -0.02 0.03 0.441
C 0.38424 -3.63379 -6.95730 0.00 0.00 0.03 -1.519
C -0.06574 -3.63462 -5.52273 -0.01 0.02 0.00 0.857
C 0.62991 -4.34652 -4.55186 0.00 0.01 -0.05 -0.777
C 0.22614 -4.35986 -3.22598 -0.10 -0.10 0.10 1.041
C 0.99745 -5.17931 -2.22362 0.03 0.07 -0.04 -1.741
C -0.89080 -3.59910 -2.85118 -0.07 0.05 -0.06 0.296
C -1.60911 -2.86765 -3.80639 0.06 -0.03 -0.01 1.325
C -2.85563 -2.07086 -3.50481 0.02 0.01 0.02 -1.473
C -1.18611 -2.91601 -5.13212 0.04 0.03 0.04 -0.726
C -1.26000 -3.55590 -1.39792 0.19 0.05 0.05 -0.401
O -1.40539 -4.53502 -0.71140 -0.06 -0.03 -0.05 -0.609
O -1.40605 -2.32681 -0.91006 -0.20 -0.17 0.15 0.903
H 1.06670 -4.45705 -7.15727 0.03 -0.03 -0.01 0.383
H 0.90221 -2.70464 -7.20148 0.01 0.02 -0.01 0.282
H -0.46451 -3.72238 -7.63368 -0.03 0.00 -0.02 0.370
H 1.50380 -4.91863 -4.83901 0.04 -0.04 -0.02 0.347
H 1.95643 -5.48475 -2.64055 0.00 -0.01 -0.01 0.396
H 0.43979 -6.07062 -1.94163 -0.02 -0.02 0.01 0.391
H 1.17829 -4.62698 -1.30016 0.02 0.00 0.02 0.242
H -3.06581 -1.98983 -2.44386 -0.02 -0.04 0.02 -0.224
H -3.71593 -2.53050 -3.99366 -0.01 -0.01 -0.01 0.553
H -2.76376 -1.05630 -3.89934 0.01 0.01 0.00 0.317
H -1.75355 -2.37143 -5.87903 -0.02 0.02 -0.02 0.444
```
Positions in Å, forces in eV/Å.

***

Lowest unoccupied orbital energy, record by record: 3.53; -3.26 eV
Frontier orbital gap, record by record: 4.72; 6.69 eV
E_tot, record by record: -3266.8981; -5260.9086 Eh